Record 1
This record from the Open Molecules 2025 dataset describes a 2-piece molecular cluster, CH4FNO overall. The level of theory is ωB97M-V/def2-TZVPD.

Results
<S²> = 2.0082
HOMO (spin up / spin down) = -10.5 / -11.1 eV
LUMO level (spin up / spin down) = 1.1 / -0.1 eV
gap between HOMO and LUMO (spin up / spin down) = 11.6 / 11.1 eV
multiplicity = 3

```
8
Properties=species:S:1:pos:R:3:forces:R:3
C -1.62190 -0.26075 0.28502 2.12 -0.24 -1.73
N -0.66467 0.35997 -0.63838 -0.79 -0.74 0.07
O 2.70165 0.81610 -0.28499 -1.60 2.01 -2.66
F 2.82855 -0.40104 0.30122 0.00 -2.05 0.77
H -2.18852 -1.13987 -0.21486 0.62 1.60 0.86
H -0.85398 -0.67591 1.01038 -1.52 0.37 0.11
H -2.20166 0.63737 0.57107 -0.30 -0.99 0.65
H 2.00054 0.66411 -1.02947 1.47 0.04 1.93
```
Forces are in eV/Å.



Record 2
This record from the Open Molecules 2025 dataset describes CH4FOP as an isolated structure. The level of theory is ωB97M-V/def2-TZVPD.

Results
HOMO = -8.3 eV
LUMO level = -0.4 eV
gap between HOMO and LUMO = 7.8 eV

```
8
Properties=species:S:1:pos:R:3:forces:R:3
C 0.82275 0.33869 0.32878 -1.79 0.08 1.72
O 1.35302 -0.72761 -0.35406 0.48 1.30 -1.48
F -3.03542 0.11988 0.08386 2.45 0.01 0.23
P -1.45383 0.66699 -0.33497 0.11 0.29 -0.36
H 1.17084 1.42592 0.00768 -0.64 -2.60 0.26
H 1.44722 -1.59782 0.03671 -0.44 0.35 0.85
H -1.14833 -0.40300 -1.21509 -0.21 0.02 0.02
H 0.84376 0.17694 1.44709 0.04 0.55 -1.23
```
Forces are in eV/Å.



Record 3
This record from the Open Molecules 2025 dataset describes a 2-piece molecular cluster, CH4IN2O overall. The level of theory is ωB97M-V/def2-TZVPD.

Results
<S²> = 2.0169
net charge = +1
HOMO (spin up / spin down) = -14.2 / -15.2 eV
LUMO level (spin up / spin down) = -4.7 / -7.4 eV
gap between HOMO and LUMO (spin up / spin down) = 9.5 / 7.8 eV
multiplicity = 3

```
9
Properties=species:S:1:pos:R:3:forces:R:3
C 0.83219 0.03904 -0.02101 0.72 -0.54 0.02
N -1.12125 1.80334 -0.11671 0.24 -0.66 0.03
N 0.03405 -0.93783 -0.03153 -0.68 0.22 0.12
O 0.44594 -2.24098 -0.01266 0.51 -0.45 -0.12
I 2.81726 0.24116 0.07880 -0.53 -0.12 -0.02
H -0.80862 2.40743 -0.87281 -0.23 0.43 0.04
H -0.97702 2.27473 0.77360 -0.22 0.46 -0.05
H -0.97404 -0.75205 -0.13458 0.25 0.07 0.00
H -0.24851 -2.83483 0.33690 -0.06 0.59 -0.03
```
Forces are in eV/Å.



Record 4
This record from the Open Molecules 2025 dataset describes a 2-piece molecular cluster, CH4IN2O2 overall. The level of theory is ωB97M-V/def2-TZVPD.

Results
net charge = -1
HOMO (spin up / spin down) = -3.3 / -3.3 eV
LUMO level (spin up / spin down) = 3.4 / 3.4 eV
gap between HOMO and LUMO (spin up / spin down) = 6.7 / 6.7 eV

```
10
Properties=species:S:1:pos:R:3:forces:R:3
C 0.83224 0.20187 -0.37328 -1.39 3.02 0.58
N -2.05221 -0.73607 1.83180 -0.43 -1.05 2.25
N -0.61785 0.61990 0.07759 0.93 -3.18 0.77
O -1.28962 -0.11959 2.57376 -1.31 0.06 -0.26
O -1.27380 -0.48308 0.11182 0.80 2.31 -1.55
I -1.55035 2.20104 -1.51047 -0.11 0.45 -0.69
H 1.30289 1.10049 -0.87636 -0.33 -1.34 0.59
H 1.29992 -0.10951 0.55536 0.18 0.36 0.23
H 0.70052 -0.66327 -0.93853 0.06 -1.19 -1.51
H -3.10915 -0.38368 1.89068 1.61 0.55 -0.42
```
Forces are in eV/Å.



Record 5
This record from the Open Molecules 2025 dataset describes CH4IN3 as an isolated structure. The level of theory is ωB97M-V/def2-TZVPD.

Results
HOMO = -8.4 eV
LUMO level = 0.1 eV
gap between HOMO and LUMO = 8.5 eV

```
9
Properties=species:S:1:pos:R:3:forces:R:3
C 0.21740 -0.11630 0.65590 -2.86 3.74 0.20
N 1.53191 -0.30265 -1.11834 -0.28 -0.20 0.60
N 0.33978 -0.25509 -0.77479 2.58 -0.11 -0.90
N -1.27766 0.38804 0.94520 2.47 1.05 -0.37
I -2.44395 -0.32190 -0.61264 -1.00 0.39 0.46
H 0.44525 -1.09751 0.99727 -0.17 -0.54 1.13
H 0.76056 0.77421 1.08930 0.27 -1.56 -0.47
H 1.62828 -0.56750 -2.10453 -0.55 0.36 -0.24
H -1.20156 1.49870 0.92263 -0.44 -3.12 -0.42
```
Forces are in eV/Å.



Record 6
This record from the Open Molecules 2025 dataset describes CH4INO as an isolated structure. The level of theory is ωB97M-V/def2-TZVPD.

Results
HOMO (spin up / spin down) = -8.7 / -8.4 eV
LUMO level (spin up / spin down) = -0.4 / -0.2 eV
gap between HOMO and LUMO (spin up / spin down) = 8.4 / 8.2 eV

```
8
Properties=species:S:1:pos:R:3:forces:R:3
C -0.21343 1.70372 0.05133 -0.70 -0.79 0.34
N 1.42522 0.11207 -0.03697 0.65 -1.39 0.23
O 1.04138 1.34999 0.00407 0.18 1.24 -0.31
I 3.57762 -0.03582 0.00390 -1.20 0.39 -0.02
H -0.34726 2.76856 -0.07985 -0.06 -0.20 0.16
H -1.21889 -1.73788 0.85328 0.16 1.49 0.63
H -1.02740 0.95448 0.24911 1.16 0.84 -0.45
H -1.12766 -1.01190 1.15879 -0.19 -1.57 -0.57
```
Forces are in eV/Å.



Record 7
This record from the Open Molecules 2025 dataset describes CH4INS as an isolated structure. The level of theory is ωB97M-V/def2-TZVPD.

Results
HOMO = -8.4 eV
LUMO level = -0.7 eV
gap between HOMO and LUMO = 7.8 eV

```
8
Properties=species:S:1:pos:R:3:forces:R:3
C 0.15951 -0.77455 -0.00078 -3.96 0.71 4.56
N -0.97514 0.60185 0.43554 0.43 -4.07 -0.46
S -0.58175 2.07212 -0.33942 -0.56 -0.19 -1.03
I -2.84915 -0.21469 -0.27509 1.04 0.83 0.31
H 1.06304 -0.68028 0.61627 -0.47 0.16 -0.27
H -0.53720 -1.66400 0.31177 1.81 1.63 -0.75
H 0.26300 -0.62482 -0.99434 0.54 0.10 -3.13
H 0.36415 2.14748 0.54192 1.17 0.81 0.76
```
Forces are in eV/Å.



Record 8
This record from the Open Molecules 2025 dataset describes a 2-piece molecular cluster, CH4INS overall. The level of theory is ωB97M-V/def2-TZVPD.

Results
HOMO = -9.0 eV
LUMO level = -2.1 eV
gap between HOMO and LUMO = 6.9 eV
SMILES = CN=S.I

```
8
Properties=species:S:1:pos:R:3:forces:R:3
C -0.12584 -0.22905 0.52677 -1.34 0.58 0.40
N -0.19217 0.99942 -0.23686 0.51 1.72 0.60
S 0.07460 2.43733 0.35945 -0.19 -1.51 -0.50
H 0.54620 -0.86765 -0.03594 -0.70 -0.72 -0.44
H 0.32704 -0.19712 1.53740 -0.66 0.57 -0.29
H -1.28048 -0.43391 0.51840 2.27 -0.79 0.19
I -1.86434 0.34840 -3.15012 0.59 0.17 1.01
H -0.94208 0.67848 -1.65074 -0.49 -0.02 -0.97
```
Forces are in eV/Å.



Record 9
This record from the Open Molecules 2025 dataset describes a single CH4IOPS molecule. The level of theory is ωB97M-V/def2-TZVPD.

Results
HOMO = -8.9 eV
LUMO level = -0.6 eV
gap between HOMO and LUMO = 8.4 eV
SMILES = CP(I)SO

```
9
Properties=species:S:1:pos:R:3:forces:R:3
C -1.27878 -0.02275 -1.02965 3.38 -0.02 -0.15
P -0.45296 0.38405 0.60707 0.79 0.33 -0.40
I 0.97243 2.23960 -0.55713 -0.21 -0.53 0.70
S 0.87866 -1.28597 0.89996 -1.40 -0.02 -1.41
O 1.67536 -0.83286 2.24520 2.18 1.70 -0.91
H -0.54761 0.28400 -1.83935 -1.24 -0.61 0.81
H -2.11696 0.57762 -1.01435 -1.83 1.42 -0.27
H -1.57152 -1.03220 -1.12142 -0.26 -1.26 -0.05
H 2.44139 -0.31150 1.80967 -1.41 -1.00 1.68
```
Forces are in eV/Å.



Record 10
This record from the Open Molecules 2025 dataset describes CH4IOPS as an isolated structure. The level of theory is ωB97M-V/def2-TZVPD.

Results
HOMO (spin up / spin down) = -9.1 / -7.8 eV
LUMO level (spin up / spin down) = -1.2 / -0.4 eV
gap between HOMO and LUMO (spin up / spin down) = 7.9 / 7.4 eV

```
9
Properties=species:S:1:pos:R:3:forces:R:3
C 0.33849 -0.75808 -0.12777 -0.09 0.04 0.28
O -2.18276 1.92364 0.68037 0.15 0.19 0.26
P -3.29976 -0.76395 0.57359 0.21 0.05 -0.10
S -3.06184 1.05385 -0.41310 -0.07 -0.04 -0.22
I -4.22259 -1.76675 -1.43064 -0.03 -0.04 0.05
H 0.55956 0.15664 0.38359 0.10 0.26 0.11
H 0.19894 -0.76778 -1.18353 -0.09 -0.01 -0.46
H 0.28999 -1.66333 0.43836 -0.01 -0.30 0.13
H -1.24062 1.87223 0.46135 -0.16 -0.16 -0.04
```
Forces are in eV/Å.



Record 11
This record from the Open Molecules 2025 dataset describes a single CH4IOPS molecule. The level of theory is ωB97M-V/def2-TZVPD.

Results
HOMO (spin up / spin down) = -8.3 / -8.3 eV
LUMO level (spin up / spin down) = -1.7 / -1.7 eV
gap between HOMO and LUMO (spin up / spin down) = 6.6 / 6.6 eV
SMILES = CP(O)SI

```
9
Properties=species:S:1:pos:R:3:forces:R:3
C -1.17739 0.78821 -0.20789 0.35 -0.29 0.05
P -0.37948 -0.76889 -0.72799 1.67 0.31 0.36
O -0.59070 -1.55918 0.66587 -0.24 0.14 0.13
S 1.91098 0.44019 -0.21231 -0.39 0.37 0.04
I 4.39201 0.22815 0.10497 -1.49 -0.47 -0.34
H -1.37782 0.74101 0.86126 0.02 0.06 -0.01
H -0.49949 1.61566 -0.42416 0.02 0.10 -0.01
H -2.10179 0.94079 -0.76602 0.02 -0.06 -0.08
H -0.17633 -2.42593 0.70628 0.06 -0.16 -0.14
```
Forces are in eV/Å.



Record 12
This record from the Open Molecules 2025 dataset describes CH4IPS as an isolated structure. The level of theory is ωB97M-V/def2-TZVPD.

Results
HOMO (spin up / spin down) = -8.8 / -8.8 eV
LUMO level (spin up / spin down) = -1.8 / -1.8 eV
gap between HOMO and LUMO (spin up / spin down) = 7.0 / 7.0 eV

```
8
Properties=species:S:1:pos:R:3:forces:R:3
C 0.51637 1.04087 0.09061 2.68 -0.66 -2.62
P -0.17242 -0.34821 -0.84159 -1.48 -0.74 0.12
S 0.39283 -1.92266 0.44190 0.55 4.08 2.79
I -3.16129 -0.09646 0.04821 1.91 -0.04 -0.51
H -0.04559 1.85647 -0.11202 -2.87 2.40 0.38
H 1.43071 1.56497 -0.36812 -0.42 -1.80 0.21
H 0.74077 0.78198 1.05401 0.20 -0.06 2.64
H 0.29861 -2.87697 -0.31300 -0.57 -3.17 -3.02
```
Forces are in eV/Å.



Record 13
This record from the Open Molecules 2025 dataset describes a single CH4IPS molecule. The level of theory is ωB97M-V/def2-TZVPD.

Results
HOMO = -8.6 eV
LUMO level = -0.2 eV
gap between HOMO and LUMO = 8.4 eV
SMILES = PCSI

```
8
Properties=species:S:1:pos:R:3:forces:R:3
P -1.30335 -1.01474 -0.32570 0.90 -0.68 -0.01
C 0.23570 -0.07997 0.32163 0.77 1.99 -0.47
S 0.96223 0.99504 -1.18088 -1.92 -1.21 1.14
I 3.17182 0.90766 -0.60291 1.46 0.08 0.23
H -2.13628 -0.03269 -0.95396 0.76 0.30 0.31
H -2.01180 -0.92791 0.87474 -0.20 -0.01 0.33
H -0.07952 0.69385 1.04029 0.05 -0.26 -0.31
H 1.16120 -0.54123 0.82679 -1.81 -0.21 -1.23
```
Forces are in eV/Å.



Record 14
This record from the Open Molecules 2025 dataset describes CH4IPS as an isolated structure. The level of theory is ωB97M-V/def2-TZVPD.

Results
HOMO = -8.4 eV
LUMO level = -0.4 eV
gap between HOMO and LUMO = 8.1 eV

```
8
Properties=species:S:1:pos:R:3:forces:R:3
C 0.07840 0.13227 -0.31950 -2.72 -0.34 1.40
P 1.35061 -0.56946 0.75068 0.53 -0.08 -0.61
S -1.86447 -1.09409 -0.00182 2.39 1.35 -0.17
I -3.56701 0.47097 0.33583 -0.21 0.31 0.03
H 0.01520 1.22965 -0.06148 -0.91 -1.39 -1.04
H 0.16621 -0.24939 -1.31036 -0.16 0.63 -0.70
H 1.76142 0.74979 1.11955 0.44 -0.49 -0.03
H 2.05965 -0.66975 -0.51290 0.64 0.00 1.12
```
Forces are in eV/Å.



Record 15
This record from the Open Molecules 2025 dataset describes a 2-piece molecular cluster, CH4IPS overall. The level of theory is ωB97M-V/def2-TZVPD.

Results
<S²> = 2.0061
HOMO (spin up / spin down) = -7.7 / -9.6 eV
LUMO level (spin up / spin down) = 0.6 / -3.3 eV
gap between HOMO and LUMO (spin up / spin down) = 8.3 / 6.3 eV
multiplicity = 3

```
8
Properties=species:S:1:pos:R:3:forces:R:3
C 0.25612 -0.49496 0.58895 -2.27 3.06 -1.16
P 0.80600 0.27798 -1.04384 -1.30 -0.05 1.13
S -1.02775 1.27487 -1.48484 1.63 0.66 -0.54
I 2.46996 2.84143 0.34218 0.14 0.20 0.07
H -0.50502 0.01335 1.24497 0.82 0.24 -1.02
H 1.03497 -0.71040 1.18048 3.37 -0.41 2.08
H -0.16552 -1.40417 0.43380 -1.43 -2.95 -0.94
H -0.28592 2.25665 -2.14203 -0.95 -0.75 0.37
```
Forces are in eV/Å.



Record 16
This record from the Open Molecules 2025 dataset describes a 2-piece molecular cluster, CH4IPS2 overall. The level of theory is ωB97M-V/def2-TZVPD.

Results
HOMO (spin up / spin down) = -8.3 / -8.3 eV
LUMO level (spin up / spin down) = -1.3 / -1.3 eV
gap between HOMO and LUMO (spin up / spin down) = 7.0 / 7.0 eV

```
9
Properties=species:S:1:pos:R:3:forces:R:3
C 1.35044 -0.97926 -0.32504 -1.55 -0.26 -0.67
P -0.82696 1.38582 0.33678 -1.57 1.39 0.33
S 1.91544 -2.44859 0.47568 1.06 2.03 1.54
S -1.08808 -0.62923 0.09056 2.57 -0.91 -0.72
I 2.59101 0.74366 -0.10434 -0.73 -0.57 -0.07
H 1.19149 -1.19392 -1.40176 -0.07 0.40 0.84
H -2.31340 1.66838 0.36731 1.56 -0.22 0.05
H -0.67994 1.90890 -0.98162 -0.16 -0.25 -0.06
H 2.64470 -1.66445 1.45886 -1.12 -1.60 -1.24
```
Forces are in eV/Å.



Record 17
This record from the Open Molecules 2025 dataset describes CH4IPS2 as an isolated structure. The level of theory is ωB97M-V/def2-TZVPD.

Results
HOMO (spin up / spin down) = -8.0 / -7.9 eV
LUMO level (spin up / spin down) = -0.7 / -1.1 eV
gap between HOMO and LUMO (spin up / spin down) = 7.3 / 6.9 eV

```
9
Properties=species:S:1:pos:R:3:forces:R:3
C 1.62452 0.09646 -0.40997 4.24 0.50 1.55
P 0.85147 2.97326 -0.01960 -0.71 1.34 0.18
S -2.49397 -1.48262 -0.15772 -1.15 0.69 -0.31
S 2.27900 1.58998 0.01932 0.11 -1.62 -0.44
I 2.90442 -1.56404 -0.00330 -0.95 0.70 -0.30
H 0.66392 0.03199 -0.72506 -2.75 -0.65 -0.85
H -1.79363 -2.34622 0.58337 -0.62 -0.15 0.48
H -0.24680 2.14413 0.30233 0.01 -0.27 -0.15
H -3.78893 -1.44294 0.41063 1.81 -0.53 -0.18
```
Forces are in eV/Å.



Record 18
This record from the Open Molecules 2025 dataset describes a single CH4N2 molecule. The level of theory is ωB97M-V/def2-TZVPD.

Results
HOMO = -9.1 eV
LUMO level = 1.2 eV
gap between HOMO and LUMO = 10.3 eV
SMILES = C=NN

```
7
Properties=species:S:1:pos:R:3:forces:R:3
C 0.15907 -1.07000 0.50219 -1.28 0.98 0.69
N -0.51391 -0.06678 0.12723 0.78 2.15 -1.31
N 0.16122 0.94222 -0.60697 -0.76 2.13 -0.45
H -0.46141 -1.70798 1.10025 0.31 -0.89 0.08
H 1.21357 -1.12067 0.43511 1.09 -0.39 -0.19
H -0.37405 1.87363 -0.77516 0.66 -2.83 0.82
H 1.13631 1.24690 -0.41516 -0.80 -1.15 0.37
```
Forces are in eV/Å.



Record 19
This record from the Open Molecules 2025 dataset describes a single CH4N2 molecule. The level of theory is ωB97M-V/def2-TZVPD.

Results
HOMO = -9.4 eV
LUMO level = 1.2 eV
gap between HOMO and LUMO = 10.6 eV
SMILES = C=NN

```
7
Properties=species:S:1:pos:R:3:forces:R:3
C 1.08484 -0.02652 -0.08510 -0.43 -0.22 0.15
N 0.03992 -0.74125 -0.06401 -0.39 0.30 -0.16
N -1.15896 -0.06140 -0.20871 -0.85 1.05 1.36
H 2.00231 -0.55359 -0.04062 0.85 -0.31 0.04
H 1.10490 1.05989 -0.12294 -0.20 0.15 -0.08
H -1.94517 -0.54950 0.25128 0.93 -0.09 -0.53
H -1.12784 0.87236 0.27012 0.10 -0.86 -0.79
```
Forces are in eV/Å.



Record 20
This record from the Open Molecules 2025 dataset describes a single CH4N2 molecule. The level of theory is ωB97M-V/def2-TZVPD.

Results
HOMO = -9.5 eV
LUMO level = 0.8 eV
gap between HOMO and LUMO = 10.4 eV
SMILES = [H]/N=N/C

```
7
Properties=species:S:1:pos:R:3:forces:R:3
H -2.55568 -0.42987 0.22867 0.86 0.95 -0.49
N -1.65812 0.13415 0.30472 0.54 -2.28 -1.02
N -0.78858 -0.48999 -0.37999 -1.28 1.13 1.81
C 0.53938 0.01969 -0.00906 -0.07 0.93 -1.40
H 1.28105 -0.00566 -0.88168 -1.28 0.74 1.13
H 0.92893 -0.69179 0.65169 0.55 -1.47 1.03
H 0.36810 0.90372 0.64826 0.68 0.01 -1.07
```
Forces are in eV/Å.



| no. | largest force on an atom (eV/Å) |
| --- | --- |
| 1 | 3.69 |
| 2 | 2.69 |
| 3 | 0.90 |
| 4 | 3.40 |
| 5 | 4.71 |
| 6 | 1.69 |
| 7 | 6.08 |
| 8 | 2.42 |
| 9 | 3.38 |
| 10 | 0.47 |
| 11 | 1.73 |
| 12 | 4.97 |
| 13 | 2.54 |
| 14 | 3.08 |
| 15 | 3.98 |
| 16 | 2.82 |
| 17 | 4.55 |
| 18 | 3.02 |
| 19 | 1.91 |
| 20 | 2.56 |